1.
Formula: C3H2CsFLiO2
Source: the OMol25 dataset
Level of theory: ωB97M-V/def2-TZVPD

The geometry in XYZ format:
```
10
Properties=species:S:1:pos:R:3:forces:R:3:mulliken_charge:R:1
Cs -0.526 1.667 2.754 -0.0503 -0.2032 -0.3390 1.00
F -2.054 -2.502 -0.646 0.0738 -0.0791 0.1905 -0.31
O 0.135 -0.865 -2.600 0.7317 0.2851 -0.2945 -0.55
O -0.264 0.445 -0.748 0.5725 0.2858 0.3513 -0.96
C -0.536 -2.160 -2.717 -0.0730 -0.4114 -0.1027 -0.23
C -1.079 -1.910 -1.342 0.7401 1.7143 0.0084 0.19
C -0.454 -0.683 -1.303 -1.4188 -1.2788 -0.1323 0.56
Li 0.968 0.917 -2.205 -0.5881 -0.5619 0.1665 0.87
H 0.204 -2.965 -2.830 -0.2142 0.2405 -0.0667 0.21
H -1.251 -2.145 -3.551 0.2263 0.0088 0.2185 0.21
```
Positions in Å, forces in eV/Å.

Output
LUMO level   -0.137 Ha
E   -393.3108 Ha
Charge   +1

=====

2.
Formula: C3H2CuO
Source: the OMol25 dataset
Level of theory: ωB97M-V/def2-TZVPD

The geometry in XYZ format:
```
7
Properties=species:S:1:pos:R:3:forces:R:3:mulliken_charge:R:1
Cu 0.721 0.467 1.780 -0.4783 -0.4159 -1.4458 0.12
O -1.279 0.115 1.136 1.5498 0.4287 -0.5156 -0.55
C -0.845 -0.571 0.101 -1.4107 -0.4237 0.7659 -0.26
C 0.442 0.442 -1.198 1.3757 -0.9763 1.9880 -0.11
C 1.291 -0.053 -0.375 -1.3371 1.1707 0.0414 -0.62
H -0.456 -1.579 0.489 0.6064 0.8522 -1.2174 0.11
H 0.126 1.180 -1.932 -0.3059 -0.6358 0.3835 0.31
```
Positions in Å, forces in eV/Å.

Output
LUMO level (spin up / spin down)   0.125 / 0.125 Ha
Energy relative to the best compared isomer or geometry (same formula, charge and spin)   52.0 kcal per mole
E   -1831.0011 Ha
Charge   -1

=====

3.
Formula: C3H2ErO3
Source: the OMol25 dataset
Level of theory: ωB97M-V/def2-TZVPD

The geometry in XYZ format:
```
9
Properties=species:S:1:pos:R:3:forces:R:3:mulliken_spin:R:1
Er -5.036 1.521 -2.077 -0.0502 0.0099 -0.0424 3.26
O 1.530 -1.661 -1.032 2.4276 1.0923 3.7935 0.31
O -2.745 0.915 -0.985 0.1317 -0.5589 -0.6005 -0.12
O -0.931 0.863 0.438 0.3011 -0.7786 -0.7713 0.00
C 2.014 -1.259 -0.046 -3.3124 -2.2221 -6.1906 0.14
C -1.778 0.798 -0.342 -0.5759 1.3730 1.3172 -0.14
C 2.242 -0.569 1.054 0.9777 1.0407 2.3940 0.49
H 1.938 -0.991 2.011 0.0700 0.0626 0.0355 0.03
H 2.765 0.384 0.979 0.0304 -0.0189 0.0647 0.03
```
Positions in Å, forces in eV/Å.

Output
LUMO level (spin up / spin down)   -0.317 / -0.441 Ha
2S+1   5
Energy relative to the best compared isomer or geometry (same formula, charge and spin)   19.1 kcal per mole
E   -1355.4733 Ha
Charge   +2

=====

4.
Formula: C3H2EuFO3
Source: the OMol25 dataset
Level of theory: ωB97M-V/def2-TZVPD

The geometry in XYZ format:
```
10
Properties=species:S:1:pos:R:3:forces:R:3:mulliken_spin:R:1
Eu -0.784 -1.475 -0.311 0.0098 -0.5486 -0.6073 7.03
F 1.098 -0.343 0.509 -0.1841 0.2741 0.6562 0.00
O 0.389 -0.680 -1.996 -0.2557 -0.1910 0.1590 -0.02
O -3.220 0.788 3.047 0.1393 0.0822 -0.5759 0.00
O -2.374 -0.587 1.391 0.0399 0.2301 -0.3985 0.01
C -2.802 0.154 2.190 -0.4185 -0.0456 1.2636 0.00
C 1.757 0.442 -0.477 0.5379 0.0629 -0.9382 0.00
C 1.386 0.137 -1.731 0.8070 0.1197 0.3351 0.00
H 2.018 0.487 -2.557 -0.4563 0.3041 0.1948 0.00
H 2.532 1.076 -0.065 -0.2195 -0.2881 -0.0887 0.00
```
Positions in Å, forces in eV/Å.

Output
LUMO level (spin up / spin down)   -0.170 / -0.167 Ha
2S+1   8
Energy relative to the best compared isomer or geometry (same formula, charge and spin)   0.0 kcal per mole
E   -1151.2093 Ha
Charge   +1

=====

5.
Formula: C3H2F2O
Source: the OMol25 dataset
Level of theory: ωB97M-V/def2-TZVPD

The geometry in XYZ format:
```
8
Properties=species:S:1:pos:R:3:forces:R:3:mulliken_charge:R:1
F -0.918 -1.624 -0.081 0.2709 -4.6605 -0.1899 -0.15
F -2.393 -0.106 0.083 0.1803 -0.3050 0.0384 -0.22
O 1.621 -1.059 0.107 0.7092 1.2140 -0.4930 -0.50
C 1.337 0.113 -0.052 -3.1135 -1.0680 0.8712 0.11
C -1.105 -0.423 -0.018 0.1216 5.9163 -0.0803 0.54
C -0.155 0.538 -0.089 1.1788 -0.2671 0.4609 -0.40
H 2.019 0.957 -0.011 0.6715 0.1016 -0.2472 0.33
H -0.406 1.605 0.063 -0.0188 -0.9313 -0.3600 0.30
```
Positions in Å, forces in eV/Å.

Output
LUMO level   0.015 Ha
Structure (SMILES)   O=CC=C(F)F
Energy relative to the best compared isomer or geometry (same formula, charge and spin)   16.9 kcal per mole
E   -390.4337 Ha

=====

6.
Formula: C3H2F2O
Source: the OMol25 dataset
Level of theory: ωB97M-V/def2-TZVPD

The geometry in XYZ format:
```
8
Properties=species:S:1:pos:R:3:forces:R:3:mulliken_charge:R:1
F 2.007 -0.699 -0.073 -0.5977 1.6133 0.5065 -0.22
F -0.838 1.463 -0.026 0.1053 1.1933 0.2454 -0.22
O -1.930 -0.873 -0.102 0.7302 -0.5092 0.2173 -0.45
C -0.038 0.439 0.114 1.2438 -1.5560 -0.3243 0.41
C -0.737 -0.847 0.105 -0.4174 -1.1071 0.1723 0.07
C 1.300 0.478 0.045 0.2419 1.1063 -1.0765 -0.17
H -0.071 -1.768 0.280 -1.0114 0.9732 -0.2533 0.26
H 1.840 1.458 -0.159 -0.2949 -1.7139 0.5125 0.33
```
Positions in Å, forces in eV/Å.

Output
LUMO level   -0.008 Ha
Structure (SMILES)   O=C/C(F)=C\F
Energy relative to the best compared isomer or geometry (same formula, charge and spin)   24.7 kcal per mole
E   -390.4214 Ha

=====

7.
Formula: C3H2F2S2
Source: the OMol25 dataset
Level of theory: ωB97M-V/def2-TZVPD

The geometry in XYZ format:
```
9
Properties=species:S:1:pos:R:3:forces:R:3:mulliken_charge:R:1
S -1.601 -1.422 -0.247 -0.5043 -1.8791 3.1932 0.05
S 0.356 -1.870 0.364 0.1673 0.3725 -0.3523 -0.06
F 1.915 -0.354 1.743 0.2213 -0.2714 0.6903 -0.24
F -2.251 0.456 -1.650 -0.3164 -0.6029 -0.1221 -0.12
C 1.028 -0.234 0.766 -0.5765 -1.2859 -0.4822 0.41
C 0.747 0.925 0.246 -0.7771 1.4993 0.1576 -0.55
C -1.251 -0.416 -1.433 1.0754 2.5895 -2.8379 -0.06
H 0.955 1.828 0.805 0.7031 -0.0569 -0.0312 0.23
H 0.101 1.087 -0.594 0.0072 -0.3651 -0.2155 0.34
```
Positions in Å, forces in eV/Å.

Output
LUMO level   -0.028 Ha
Energy relative to the best compared isomer or geometry (same formula, charge and spin)   70.6 kcal per mole
E   -1111.4743 Ha

=====

8.
Formula: C3H2F3I
Source: the OMol25 dataset
Level of theory: ωB97M-V/def2-TZVPD

The geometry in XYZ format:
```
9
Properties=species:S:1:pos:R:3:forces:R:3:mulliken_charge:R:1
I 1.563 0.000 2.267 -0.5372 0.2638 -0.6335 -0.02
F 1.668 1.534 -0.152 -0.6272 0.3514 -0.5770 -0.21
F -1.473 -1.684 -1.327 -0.9308 -1.3493 -0.5623 -0.20
F -2.122 -0.169 0.100 0.7360 -0.5882 -0.5036 -0.21
C 0.166 -0.331 -0.496 0.4431 1.4077 1.1897 -0.28
C 0.635 0.845 0.358 -2.1502 -1.4153 1.8170 -0.25
C -1.097 -0.748 -0.544 0.8938 2.1164 0.6328 0.50
H 0.957 -0.880 -0.971 -0.0855 -0.2537 -0.3884 0.32
H -0.296 1.433 0.765 2.2579 -0.5328 -0.9747 0.35
```
Positions in Å, forces in eV/Å.

Output
LUMO level   -0.005 Ha
Structure (SMILES)   FC(F)=C[C@H](F)I
Energy relative to the best compared isomer or geometry (same formula, charge and spin)   21.9 kcal per mole
E   -712.7573 Ha

=====

The lowest E belongs to which entry?
C3H2CuO